1.
C3H6O | wB97M-V/def2-TZVPD

Each line ends with the natural charge from an NBO analysis.
Positions of all 10 atoms, in Å:
C: 2.0589 -0.4809 -0.9411  -0.388
C: 0.7470 -0.5219 -0.7873  -0.376
H: 2.7241 -1.2450 -1.3122  0.195
H: 2.5797 0.4079 -0.5903  0.184
H: 0.1095 -1.3052 -1.1738  0.194
H: 0.2726 0.1664 -0.1025  0.189
C: -2.1305 0.7140 1.2393  0.273
O: -2.2722 0.7179 0.0479  -0.489
H: -2.5979 1.5322 1.8226  0.106
H: -1.4912 0.0146 1.7975  0.113

Cartesian forces, eV/Å:
0.4 0.7 0.4
0.0 -0.6 0.4
-0.4 -0.2 -0.7
0.1 -0.2 0.3
0.1 -0.2 0.1
-0.2 0.5 -0.6
-0.2 1.1 -0.2
0.1 -0.5 0.1
0.0 -0.3 0.3
0.0 -0.3 -0.1

Results
Molecular weight: 58.080 u
DFT total energy: -193.06842 a.u.
Total charge: 0
2S+1: 1
HOMO-LUMO gap: 10.7 eV
HOMO: -9.95 eV
ΔE to the lowest compared entry with this formula, charge and spin: 2.035 eV

=====

2.
C3H6O | wB97M-V/def2-TZVPD

Each line ends with the natural charge from an NBO analysis.
Positions of all 10 atoms, in Å:
C: 0.8104 0.1097 -0.0179  0.251
C: 0.3475 -1.2987 0.0598  -0.661
C: -0.7718 1.2687 -0.0389  -0.469
O: 1.8941 0.5789 -0.0401  -0.380
H: 0.3003 -1.6929 -0.9560  0.203
H: 1.0440 -1.9088 0.6355  0.224
H: -0.6485 -1.3559 0.4929  0.218
H: -1.1913 1.1803 0.9489  0.202
H: -1.3929 0.8650 -0.8221  0.202
H: -0.3919 2.2538 -0.2622  0.209

Cartesian forces, eV/Å:
-6.0 -1.3 0.3
-0.4 0.1 -0.3
1.7 -0.6 0.0
4.5 2.7 -0.1
-0.1 -0.5 -0.2
0.0 0.0 0.1
0.0 -0.1 0.1
0.1 -0.1 0.3
0.1 -0.3 -0.2
0.2 0.1 0.0

Results
Molecular weight: 58.080 u
DFT total energy: -192.95375 a.u.
Total charge: 0
2S+1: 3
HOMO-LUMO gap (alpha / beta): 6.0 / 10.1 eV
HOMO (alpha / beta): -5.10 / -12.17 eV
ΔE to the lowest compared entry with this formula, charge and spin: 0.691 eV

=====

3.
C3H6O2 | wB97M-V/def2-TZVPD

Each line ends with the natural charge from an NBO analysis.
Positions of all 11 atoms, in Å:
O: -2.0098 0.6181 0.0771  -0.700
C: -1.0303 -0.3746 -0.0570  -0.082
C: 0.3636 -0.0797 0.5526  0.016
C: 1.5513 0.0027 -0.2016  -0.087
O: 0.9141 1.1331 0.0710  -0.477
H: -1.6855 1.4437 -0.4796  0.472
H: -0.8664 -0.6907 -1.0820  0.151
H: -1.4950 -1.2124 0.3924  0.182
H: 0.3702 -0.1608 1.6132  0.180
H: 2.4475 -0.2643 0.3527  0.178
H: 1.4403 -0.4151 -1.2387  0.167

Cartesian forces, eV/Å:
1.3 3.2 -1.8
1.2 -0.2 -0.3
-3.9 0.2 0.7
2.2 -4.1 -2.3
-1.0 3.3 0.5
-1.0 -2.4 1.8
-0.1 0.3 -0.6
-0.1 -1.1 0.8
0.3 -0.1 0.8
0.4 0.4 -0.4
0.6 0.6 0.8

Results
Molecular weight: 74.079 u
DFT total energy: -268.30718 a.u.
Total charge: 0
2S+1: 1
HOMO-LUMO gap: 11.3 eV
HOMO: -10.21 eV
ΔE to the lowest compared entry with this formula, charge and spin: 2.668 eV

=====

4.
C3H6O2 | wB97M-V/def2-TZVPD

Each line ends with the natural charge from an NBO analysis.
Positions of all 11 atoms, in Å:
O: -0.6334 1.1592 -1.1284  -0.723
C: 0.6269 0.7202 -0.6501  -0.056
C: 0.3420 -0.0017 0.6535  -0.597
C: -0.4053 -1.2566 0.2879  0.260
O: -1.2059 -1.5825 1.2806  -0.651
H: -0.5334 1.4320 -2.0473  0.472
H: 1.3172 1.5644 -0.5108  0.161
H: 1.0842 -0.0017 -1.3425  0.173
H: -0.1883 0.6524 1.3608  0.219
H: 1.2819 -0.3234 1.1293  0.244
H: -1.6859 -2.3624 0.9670  0.500

Cartesian forces, eV/Å:
0.0 0.2 -0.3
0.4 -0.1 0.1
-0.1 -0.1 -0.2
0.1 0.1 0.4
-0.1 0.0 -0.5
-0.1 0.0 0.1
-0.1 -0.1 0.0
-0.1 0.2 0.1
0.0 -0.2 -0.1
-0.1 0.0 -0.1
0.0 0.0 0.3

Results
Molecular weight: 74.079 u
DFT total energy: -268.28451 a.u.
Total charge: 0
2S+1: 1
HOMO-LUMO gap: 9.5 eV
HOMO: -8.49 eV
ΔE to the lowest compared entry with this formula, charge and spin: 3.285 eV